# C4H4N2O2

A single C4H4N2O2 molecule (wB97M-V/def2-TZVPD, the Open Molecules 2025 dataset).

## Properties
* energy relative to the best compared isomer or geometry (same formula, charge and spin): 26.06 kcal per mole
* HOMO-LUMO gap: 10.93 eV
* LUMO energy: 0.4 eV
* E: -414.8047 hartree
* SMILES: N#C[C@@H]1CNC(=O)O1
* net charge: 0
* HOMO energy: -10.5 eV

Structure (XYZ):
```
12
C4H4N2O2, DFT wB97M-V/def2-TZVPD
N -0.846 -0.975 0.110
H 0.660 1.599 -1.059
C 1.205 1.189 0.932
C 0.353 -1.516 -0.416
C -0.948 0.425 -0.090
C 0.500 0.843 -0.284
O 0.595 -2.684 -0.464
H -1.173 1.045 0.815
H -1.598 0.728 -0.919
N 1.753 1.410 1.911
O 1.151 -0.500 -0.753
H -1.654 -1.564 0.217
```



# C15H33FN2O4P

A gas-phase ion, C15H33FN2O4P (charge +1) (wB97M-V/def2-TZVPD, the Open Molecules 2025 dataset).

## Properties
* HOMO-LUMO gap: 9.39 eV
* LUMO energy: -2.8 eV
* E: -1442.7307 hartree
* SMILES: CC(C)C[C@@H](C)CO[C@@]1(P(O)O)CNC[C@@H](CCO)[N@H+]1CCF
* net charge: +1
* HOMO energy: -12.2 eV

Structure (XYZ):
```
56
C15H33FN2O4P, DFT wB97M-V/def2-TZVPD
H -0.921 3.785 -0.775
N -1.499 1.780 -1.007
C 2.436 -1.640 -0.347
C 0.766 2.619 -0.041
H 0.642 -4.465 1.240
H 3.290 -3.639 0.026
C 1.395 3.058 1.327
C 0.181 0.587 -2.609
H 0.094 -2.583 -0.307
H 4.126 -0.807 0.841
H -2.433 2.203 -1.140
H 2.501 3.166 1.197
H 3.582 -2.990 -1.679
C -1.599 3.054 1.159
H -1.099 -4.037 1.390
O -1.970 -2.001 -1.737
C 1.634 -1.785 1.007
H -1.125 3.784 1.865
O -0.638 -0.101 0.313
C 0.155 -2.339 0.790
C 2.841 -3.086 -0.842
C -0.964 1.627 -2.398
C -0.924 -1.238 1.148
H -2.562 3.560 0.848
H 3.495 0.365 -0.453
H -0.681 -0.935 2.208
H -1.961 -1.640 1.087
H -3.278 0.112 1.429
H 1.637 -0.768 1.494
F 0.255 0.363 -3.999
H -1.754 1.418 -3.166
C -0.060 -3.673 1.595
H 1.201 0.950 -2.320
H -4.017 -1.551 0.189
H 1.262 3.251 -0.834
H 4.462 -1.075 -0.943
O 1.218 1.983 2.278
P -2.835 -0.583 -1.413
H 0.051 -3.448 2.683
C 3.716 -0.702 -0.193
H -3.605 1.621 0.537
H 1.126 1.576 -0.241
H 0.882 1.204 1.814
H 2.211 -2.450 1.711
N -2.007 1.828 1.858
H -2.527 -2.496 -2.363
H 1.897 -3.585 -1.197
H -1.225 1.345 2.295
C -2.772 0.975 0.944
H 0.007 -0.415 -2.148
O -4.250 -1.078 -0.631
C -0.781 2.838 -0.178
C -1.775 0.527 -0.245
H 0.985 4.022 1.706
H 1.766 -1.126 -1.083
H -0.552 2.633 -2.692
```



# C70H164F6N6O4P2

8 unconnected molecules or ions with the total composition C70H164F6N6O4P2 (wB97M-V/def2-TZVPD, the Open Molecules 2025 dataset).

## Properties
* HOMO-LUMO gap: 10.39 eV
* LUMO energy: -9.9 eV
* E: -4674.9113 hartree
* net charge: +6
* HOMO energy: -20.3 eV

Structure (XYZ):
```
252
C70H164F6N6O4P2, DFT wB97M-V/def2-TZVPD
C -6.350 -0.630 3.299
H 9.098 0.717 4.765
H -2.871 4.710 8.648
H -5.272 3.451 6.493
H 8.049 -2.415 3.320
F -0.384 0.859 1.925
C -5.336 1.529 -5.003
H 2.146 3.202 -1.039
C -2.136 -4.929 -1.617
H -2.723 -2.099 -2.852
H 7.038 -3.910 1.949
H -1.084 -6.485 2.029
H -2.788 2.382 -0.223
H -2.831 -0.237 4.238
H -7.396 2.769 -3.843
H 3.704 2.977 -5.144
H 7.968 -1.019 -6.737
H -1.004 -3.542 -0.373
N 5.393 -3.790 3.211
H -0.825 -6.503 0.311
C -5.177 0.363 -2.778
H -2.200 4.223 3.070
H -0.901 5.628 -0.228
C 1.958 3.153 1.528
C 0.334 -4.351 -3.053
H -2.314 8.063 6.729
H -4.495 2.170 -4.726
H 1.827 2.078 1.638
H -1.814 -5.921 -4.362
C -8.143 -0.064 -2.918
H 4.696 4.733 0.227
H -2.195 -2.750 -6.622
H -6.354 -2.731 3.896
H 2.919 -4.199 1.589
H -0.358 6.881 0.944
H -4.333 -2.548 3.082
H 7.434 -1.005 5.412
H -4.650 -2.942 5.767
H -3.550 3.334 7.870
C -4.970 4.375 5.990
F 0.612 -1.504 -0.101
C -3.888 1.054 -2.305
H -5.818 7.734 7.820
C -0.344 -0.183 -3.300
C -3.138 2.946 -1.090
C -1.659 -2.339 -2.948
C 6.458 -4.642 2.503
H -7.720 0.792 -4.903
H -2.987 6.091 5.524
H -2.113 6.795 7.942
H 6.441 -3.369 4.969
C 4.609 -3.009 2.126
O 0.822 5.205 0.838
H -3.020 -5.461 0.996
C 3.686 5.480 1.957
H 6.849 -1.526 2.490
C -2.072 3.397 3.773
H -1.182 5.471 1.494
H -4.954 -3.440 -5.745
H 1.559 2.724 -6.663
H 2.757 -6.710 -3.888
H 2.072 -4.287 3.927
F 1.580 -0.116 1.541
H 6.764 0.150 4.270
H -2.705 -1.955 4.723
C -2.090 -4.898 0.941
H 2.705 -4.667 -1.547
H -3.910 -0.210 -5.194
C -1.013 -1.389 -3.944
O -4.250 2.217 -1.607
P 0.110 -0.265 0.831
C 3.687 2.781 -6.216
H 0.751 -3.654 -3.792
H 2.451 -2.587 1.996
C 3.907 -1.291 -1.555
H 2.793 -5.009 -4.143
C -3.236 -2.983 -6.872
H 5.619 2.349 -0.242
H 6.358 2.375 -7.268
N 5.423 1.000 -5.934
H -1.314 -4.532 -5.387
H 3.829 1.469 1.658
H -4.149 -5.060 -4.194
H 6.262 3.222 1.103
O -4.316 -0.827 5.433
C 2.943 -5.621 -2.014
H -1.994 -4.239 1.813
C -7.232 0.289 -4.071
H -6.803 -0.635 -4.452
C -4.767 -1.943 6.199
H -2.296 2.420 3.317
H -6.934 2.414 -2.121
H -4.729 2.638 1.439
C 8.601 -5.085 3.938
C -0.448 5.813 0.754
C -0.901 -5.832 1.176
H 3.469 0.411 -3.715
H -1.035 3.242 4.072
H 8.388 0.957 -5.724
H 2.667 5.772 2.202
H 5.092 -0.783 -7.054
C -4.496 0.801 2.463
H 8.622 -4.346 4.738
H 2.579 3.404 -8.019
C 2.454 3.284 -6.943
H 4.413 -1.501 -0.615
H 0.085 -5.385 1.301
C 7.209 -5.525 3.506
H 5.154 0.400 -1.786
H -0.290 -1.938 -4.560
N -5.052 -0.606 2.469
H 4.216 6.428 1.874
C -4.202 3.952 4.724
H -3.721 -5.397 -5.809
H 9.224 -4.724 3.117
H 7.077 -0.468 -8.168
H 4.643 -4.771 4.968
H -6.994 0.132 2.868
F -1.406 -0.212 0.263
H 4.758 -1.939 2.229
C 3.142 -3.382 2.283
H -3.333 0.275 -1.768
H -9.097 -0.481 -3.237
F 0.656 0.788 -0.271
H -2.298 4.286 7.042
H 8.318 1.534 -7.493
P -1.451 -4.128 -3.098
H 6.428 0.630 -4.178
H 0.452 3.472 -0.008
C -1.961 -4.065 -0.325
H 9.615 -0.832 4.436
C 3.057 2.736 -0.680
H -6.232 2.201 2.357
C 3.690 4.729 0.643
C 5.620 2.371 0.844
H -5.847 -1.847 6.328
H 2.890 -0.895 -1.499
C 3.042 -3.840 3.729
C 4.324 -4.605 3.943
C 7.463 -0.685 4.367
H -7.845 -1.876 4.019
H -0.150 3.457 1.625
H -3.196 -1.432 2.304
H 5.007 -3.368 1.180
C 2.415 -5.772 -3.453
H 3.647 -2.247 -2.030
H 0.681 -4.006 -2.076
C 5.407 0.926 -4.423
H 4.139 4.905 2.763
O -2.892 3.528 4.905
H -5.666 4.651 8.424
H -5.722 1.592 0.751
H -3.624 0.808 1.808
H -5.904 4.923 5.883
H -5.832 3.250 -3.227
H -7.011 6.696 8.511
H -1.670 -5.906 -1.497
H 6.251 1.616 1.317
C 4.440 -0.093 -3.786
H -4.817 3.299 4.099
H 6.585 -5.841 4.341
H -6.678 6.549 6.894
H -8.483 0.838 -2.393
C 4.105 1.377 -6.567
H -1.251 -2.165 -1.945
H 3.887 3.137 -1.255
H 4.250 -0.994 -4.370
H -5.726 0.100 -1.876
H -4.591 5.933 9.010
H 9.040 0.131 3.052
H 3.038 1.655 -0.576
H -4.988 -0.553 -3.331
C -5.397 1.834 1.768
H -3.199 -5.022 -1.853
H 2.218 4.321 -6.682
H 4.473 3.419 -6.641
H 9.132 -5.971 4.287
H -1.712 -1.041 -4.713
H 0.496 -5.917 -4.494
H -1.115 1.543 -4.322
H 3.088 -2.944 4.358
H -5.435 -0.400 -5.859
H -5.121 -2.095 1.015
H -0.921 0.117 -2.417
N 3.244 3.252 0.726
H -4.206 4.899 4.155
N -4.228 5.194 7.040
C 8.863 -0.113 4.098
C -3.495 -4.705 -4.995
H 2.385 -6.349 -1.411
H 0.479 1.805 -3.798
H -6.049 2.064 -5.623
F -0.231 -1.405 1.920
H 3.970 -5.976 -1.984
H 0.568 -0.519 -2.794
C 7.244 -0.296 -7.108
H 5.225 1.910 -3.997
H 6.031 -1.051 -5.551
C -3.884 -3.325 -5.530
C 4.259 2.459 1.506
C -6.604 2.490 -3.149
H 5.872 -5.255 1.819
H -4.715 -0.483 0.364
C -2.018 -4.875 -4.627
C 0.692 3.790 1.016
C 6.062 -2.796 4.123
H 6.733 2.656 -5.541
H 4.196 1.100 -7.618
C 6.592 1.905 -6.311
H 7.384 -6.466 2.975
H -4.317 1.085 3.495
C -0.154 1.024 -4.218
H -3.270 1.328 -3.168
C -3.178 4.338 7.673
C 7.828 1.061 -6.650
H -3.174 -3.812 -7.579
H -4.459 6.907 5.881
H 0.457 -6.519 -2.897
C -3.388 -1.159 4.430
H 4.349 -5.565 3.426
C -5.352 -1.036 1.054
C 4.933 -0.486 -2.391
H -4.299 -1.968 7.183
N -6.047 1.207 -3.694
C -6.981 -2.021 3.365
H 3.419 0.605 -6.198
H -3.469 3.951 -0.826
H -7.719 -0.658 -2.110
H -7.389 -2.397 2.430
H -3.837 -2.479 -4.838
H -2.727 -3.287 -0.382
H -5.990 -0.323 4.277
C 0.896 -5.713 -3.498
C -4.672 0.372 -5.715
H 5.873 -1.037 -2.444
C 7.103 -1.894 3.489
C -6.145 6.697 7.844
C -3.621 6.395 6.355
H 4.370 2.960 2.464
H 2.989 5.189 -0.048
H -4.302 0.743 -6.667
H 2.167 3.504 2.538
H -3.788 -2.210 -7.401
H -3.486 7.831 7.975
H -2.374 3.129 -1.852
H 5.279 -2.169 4.559
C 5.884 -0.408 -6.413
H -6.372 -0.736 0.834
C -3.986 -1.516 3.054
H 0.132 0.781 -5.241
C -5.179 5.588 8.162
C -2.833 7.287 7.288
```



# C16H26GaIOP2

A molecular structure, C16H26GaIOP2 (wB97M-V/def2-TZVPD, the Open Molecules 2025 dataset).

## Properties
* energy relative to the best compared isomer or geometry (same formula, charge and spin): 0.00 kcal per mole
* HOMO-LUMO gap (spin up / spin down): 3.74 / 3.75 eV
* LUMO energy (spin up / spin down): -9.8 / -9.8 eV
* E: -3604.9923 hartree
* net charge: +2
* HOMO energy (spin up / spin down): -13.5 / -13.5 eV

Structure (XYZ):
```
47
C16H26GaIOP2, DFT wB97M-V/def2-TZVPD
C 0.789 -0.064 3.859
C 2.956 -0.989 -1.173
H -4.034 -1.787 -1.873
C 1.081 0.631 5.028
H 2.821 1.654 1.695
H -4.841 1.557 -0.343
H 3.461 1.600 -2.929
H -4.343 -0.803 1.167
H 3.060 -0.442 -4.184
C 2.581 1.641 -2.272
C 2.343 1.392 2.633
C -0.979 -1.630 -2.405
C 1.109 -0.351 1.472
H 2.831 -0.713 -0.117
O -0.038 -3.430 1.509
H -3.446 2.375 -1.109
H 2.243 2.184 5.961
H -3.441 2.055 0.647
C -3.746 1.662 -0.330
H -4.047 -0.266 -2.805
H -2.995 -1.924 0.781
C 2.620 2.075 3.809
H 2.884 1.963 -1.270
H -2.669 -0.435 1.702
H -5.202 -0.498 -1.463
Ga -0.374 -0.361 -0.996
C 0.240 -1.067 0.774
C -4.181 -0.704 -1.808
P 1.791 -0.011 -2.178
H 1.880 -1.755 -3.874
C 1.409 0.310 2.623
H 3.985 -0.759 -1.504
I -0.393 2.322 -0.789
C -3.278 -0.871 0.901
C 2.038 -0.673 -3.864
H 3.308 2.909 3.814
H -1.368 -1.162 -3.314
H 1.321 -0.208 -4.548
H 0.569 0.338 5.952
C 0.198 -2.330 1.218
C 2.016 1.685 5.020
H 0.085 -0.907 3.824
H 1.850 2.361 -2.659
H -0.113 -2.262 -2.670
H -1.748 -2.287 -1.974
P -2.954 0.038 -0.659
H 2.721 -2.060 -1.281
```



# C3H4NO2

2 unconnected molecules or ions with the total composition C3H4NO2 (wB97M-V/def2-TZVPD, the Open Molecules 2025 dataset).

## Properties
* energy relative to the best compared isomer or geometry (same formula, charge and spin): 74.02 kcal per mole
* HOMO-LUMO gap: 7.00 eV
* LUMO energy: 4.1 eV
* E: -321.8947 hartree
* net charge: -1
* HOMO energy: -2.9 eV

Structure (XYZ):
```
10
C3H4NO2, DFT wB97M-V/def2-TZVPD
O -0.115 2.542 0.190
H 0.500 2.995 -0.374
C -0.330 -2.349 -0.856
C 0.403 -1.132 0.100
N 0.179 0.001 -0.271
H -0.280 -2.007 -1.847
O -1.419 -4.120 0.535
H 0.744 -1.740 0.946
C -0.843 -3.341 -0.230
H 0.091 1.581 0.074
```



# C3H8OS

A molecular structure, C3H8OS (wB97M-V/def2-TZVPD, the Open Molecules 2025 dataset).

## Properties
* energy relative to the best compared isomer or geometry (same formula, charge and spin): 90.93 kcal per mole
* HOMO-LUMO gap: 9.51 eV
* LUMO energy: -0.4 eV
* E: -592.3731 hartree
* net charge: 0
* HOMO energy: -9.9 eV

Structure (XYZ):
```
13
C3H8OS, DFT wB97M-V/def2-TZVPD
H -2.739 -0.859 -1.053
H 1.781 -1.889 0.251
H -1.429 0.457 -1.358
S 2.657 -0.294 -1.321
H -1.211 0.320 1.151
H 2.063 -0.400 1.024
C -1.971 -0.156 0.626
H -0.178 1.816 0.727
C -2.099 -0.199 -0.691
C 2.071 -0.841 0.078
H 0.595 1.759 0.672
H -2.407 -0.902 1.181
O 2.868 1.189 -1.288
```